1.
{
  "formula": "C30H51F2FeO30",
  "method": "wB97M-V/def2-TZVPD",
  "elements": ["Fe", "C", "C", "O", "O", "H", "H", "H", "C", "C", "O", "O", "H", "H", "H", "C", "C", "O", "O", "H", "H", "H", "C", "C", "O", "C", "O", "O", "F", "H", "H", "H", "C", "C", "O", "C", "O", "O", "F", "H", "H", "H", "C", "O", "C", "O", "O", "C", "H", "H", "H", "H", "H", "H", "C", "O", "C", "O", "O", "C", "H", "H", "H", "H", "H", "H", "C", "O", "C", "O", "O", "C", "H", "H", "H", "H", "H", "H", "C", "O", "C", "O", "O", "C", "H", "H", "H", "H", "H", "H", "C", "O", "C", "O", "O", "C", "H", "H", "H", "H", "H", "H", "C", "O", "C", "O", "O", "C", "H", "H", "H", "H", "H", "H"],
  "xyz": [[-7.093, -4.974, 6.085], [-4.580, -4.542, 2.958], [-5.431, -4.691, 4.167], [-5.333, -3.990, 5.207], [-6.305, -5.618, 4.237], [-4.879, -5.299, 2.237], [-3.508, -4.579, 3.137], [-4.770, -3.559, 2.517], [-10.984, -4.627, 5.457], [-9.522, -4.724, 5.717], [-9.053, -5.324, 6.728], [-8.687, -4.119, 4.981], [-11.546, -5.105, 6.255], [-11.248, -5.049, 4.490], [-11.252, -3.569, 5.441], [-5.860, -3.740, 9.697], [-6.287, -4.153, 8.338], [-6.994, -3.427, 7.582], [-5.990, -5.295, 7.863], [-4.771, -3.651, 9.709], [-6.148, -4.487, 10.436], [-6.302, -2.781, 9.966], [-8.974, -0.783, 13.791], [-8.009, -1.961, 13.873], [-7.336, -1.894, 12.655], [-7.981, -1.053, 11.792], [-7.639, -0.834, 10.685], [-9.058, -0.513, 12.404], [-8.605, -3.174, 14.025], [-8.528, 0.059, 14.331], [-9.959, -0.916, 14.230], [-7.304, -1.821, 14.692], [-4.784, -7.727, 10.015], [-3.577, -7.378, 9.181], [-3.184, -8.623, 8.647], [-4.317, -9.389, 8.581], [-4.383, -10.456, 8.079], [-5.360, -8.722, 9.134], [-2.636, -6.820, 10.012], [-5.431, -6.877, 10.190], [-4.480, -8.154, 10.971], [-3.774, -6.637, 8.405], [-9.623, -4.785, 10.006], [-9.884, -6.185, 10.252], [-8.803, -6.953, 10.302], [-7.666, -6.552, 10.383], [-9.193, -8.217, 10.301], [-8.206, -9.200, 10.620], [-9.255, -4.369, 10.944], [-10.594, -4.352, 9.779], [-8.955, -4.643, 9.162], [-7.525, -8.838, 11.388], [-7.659, -9.469, 9.718], [-8.748, -10.078, 10.957], [-9.258, -8.622, 6.636], [-8.056, -9.157, 6.072], [-7.047, -8.318, 5.981], [-7.097, -7.124, 6.186], [-5.947, -8.980, 5.676], [-4.753, -8.214, 5.603], [-9.455, -7.605, 6.304], [-9.159, -8.590, 7.723], [-10.073, -9.288, 6.378], [-4.754, -7.579, 4.716], [-3.910, -8.893, 5.607], [-4.685, -7.522, 6.449], [-1.435, -3.302, 10.403], [-0.875, -4.115, 9.356], [-1.631, -4.470, 8.341], [-2.782, -4.182, 8.120], [-0.924, -5.317, 7.581], [-1.509, -5.666, 6.345], [-1.990, -2.491, 9.952], [-0.564, -3.046, 10.994], [-2.110, -3.862, 11.056], [-1.536, -4.835, 5.635], [-2.525, -6.050, 6.445], [-0.879, -6.430, 5.893], [-4.665, -9.280, 13.528], [-5.388, -8.063, 13.333], [-4.750, -6.919, 13.569], [-3.620, -6.793, 13.957], [-5.558, -5.936, 13.169], [-5.086, -4.592, 13.271], [-4.916, -9.944, 12.707], [-4.978, -9.724, 14.474], [-3.595, -9.095, 13.600], [-5.809, -4.048, 13.873], [-5.038, -4.197, 12.260], [-4.102, -4.528, 13.727], [-4.518, -0.943, 7.577], [-3.856, -0.665, 8.808], [-2.600, -0.255, 8.888], [-2.060, -0.128, 9.955], [-2.061, 0.008, 7.703], [-0.748, 0.534, 7.738], [-4.195, -1.888, 7.133], [-4.350, -0.149, 6.851], [-5.576, -1.044, 7.801], [-0.065, -0.080, 8.318], [-0.764, 1.554, 8.133], [-0.401, 0.638, 6.712], [-10.695, 1.590, 5.371], [-10.162, 0.468, 6.089], [-11.060, -0.370, 6.630], [-12.237, -0.379, 6.393], [-10.497, -1.258, 7.448], [-9.121, -1.134, 7.798], [-10.039, 2.425, 5.596], [-11.705, 1.807, 5.713], [-10.723, 1.362, 4.308], [-8.955, -0.189, 8.317], [-8.449, -1.265, 6.954], [-8.830, -1.894, 8.520]],
  "de_lowest_kj_mol": 0.0,
  "homo_energy_ha": [-0.371, -0.374],
  "energy_ev": -133187.9366,
  "orbital_gap_ev": [10.51, 9.20],
  "spin_multiplicity": 6
}

=====

2.
{
  "formula": "C30H51F3O16P4",
  "method": "wB97M-V/def2-TZVPD",
  "elements": ["C", "O", "P", "O", "O", "C", "O", "C", "H", "H", "H", "H", "H", "H", "H", "H", "H", "C", "O", "P", "O", "O", "C", "O", "C", "H", "H", "H", "H", "H", "H", "H", "H", "H", "C", "O", "P", "O", "O", "C", "O", "C", "H", "H", "H", "H", "H", "H", "H", "H", "H", "C", "O", "P", "O", "O", "C", "O", "C", "H", "H", "H", "H", "H", "H", "H", "H", "H", "F", "C", "C", "C", "C", "C", "C", "H", "H", "H", "H", "H", "F", "C", "C", "C", "C", "C", "C", "H", "H", "H", "H", "H", "F", "C", "C", "C", "C", "C", "C", "H", "H", "H", "H", "H"],
  "xyz": [[-21.853, -3.512, 6.998], [-22.665, -2.805, 7.949], [-23.779, -3.713, 8.845], [-24.458, -4.818, 8.124], [-22.906, -4.212, 10.161], [-22.230, -3.245, 10.943], [-24.726, -2.565, 9.417], [-25.898, -2.852, 10.118], [-20.805, -3.321, 7.231], [-22.037, -3.006, 6.050], [-22.133, -4.564, 6.937], [-22.909, -2.713, 11.609], [-21.687, -2.503, 10.358], [-21.446, -3.710, 11.541], [-25.800, -2.462, 11.131], [-26.088, -3.925, 10.093], [-26.763, -2.413, 9.622], [-19.266, 1.579, 5.078], [-19.548, 0.678, 6.143], [-18.974, -0.847, 6.341], [-19.194, -1.481, 7.679], [-17.444, -0.616, 5.839], [-16.432, -0.144, 6.685], [-19.639, -1.740, 5.161], [-18.914, -2.863, 4.603], [-18.966, 2.511, 5.557], [-20.149, 1.880, 4.514], [-18.562, 1.266, 4.307], [-15.545, -0.772, 6.611], [-16.681, -0.023, 7.739], [-16.147, 0.821, 6.265], [-18.541, -2.549, 3.629], [-19.604, -3.689, 4.431], [-18.071, -3.240, 5.182], [-29.068, 0.318, 10.464], [-29.970, 1.354, 10.045], [-29.708, 2.201, 8.673], [-29.137, 1.376, 7.525], [-28.688, 3.398, 9.136], [-28.027, 4.062, 8.062], [-31.121, 3.010, 8.483], [-31.459, 4.083, 9.341], [-29.580, -0.619, 10.245], [-28.975, 0.253, 11.548], [-28.079, 0.349, 10.005], [-28.503, 3.967, 7.086], [-26.998, 3.717, 7.965], [-27.939, 5.126, 8.281], [-32.494, 3.940, 9.653], [-31.633, 5.052, 8.874], [-30.915, 4.170, 10.282], [-34.553, 0.696, 4.412], [-33.433, -0.048, 4.732], [-31.971, 0.543, 4.256], [-31.890, 0.673, 2.780], [-31.765, 1.924, 5.133], [-30.923, 3.000, 4.647], [-30.968, -0.544, 4.922], [-29.561, -0.421, 4.719], [-34.452, 1.781, 4.384], [-35.225, 0.432, 5.228], [-35.059, 0.316, 3.525], [-30.238, 2.633, 3.883], [-30.278, 3.234, 5.494], [-31.508, 3.858, 4.316], [-29.326, 0.505, 4.195], [-29.240, -1.266, 4.110], [-29.024, -0.495, 5.665], [-22.893, -0.228, 11.182], [-23.581, 0.949, 10.982], [-22.907, 2.167, 10.910], [-23.492, 3.382, 10.617], [-24.868, 3.354, 10.431], [-25.671, 2.172, 10.565], [-24.997, 0.944, 10.805], [-21.852, 2.055, 11.113], [-22.967, 4.299, 10.391], [-25.237, 4.358, 10.284], [-26.738, 2.335, 10.601], [-25.591, 0.055, 10.958], [-26.095, -0.335, 3.688], [-25.313, -0.181, 4.767], [-25.936, 0.226, 5.912], [-25.220, 0.371, 7.139], [-23.835, 0.158, 7.007], [-23.180, -0.106, 5.825], [-23.927, -0.299, 4.634], [-26.994, 0.432, 5.846], [-25.780, 0.688, 8.006], [-23.325, 0.242, 7.955], [-22.120, -0.282, 5.721], [-23.482, -0.336, 3.651], [-21.407, -1.711, 2.848], [-21.007, -0.748, 1.908], [-21.971, -0.523, 0.932], [-21.678, 0.306, -0.177], [-20.454, 1.012, -0.198], [-19.498, 0.726, 0.806], [-19.715, -0.149, 1.825], [-22.892, -1.075, 1.057], [-22.298, 0.296, -1.061], [-20.264, 1.594, -1.088], [-18.485, 1.098, 0.752], [-19.002, -0.430, 2.586]],
  "de_lowest_kj_mol": 119.1,
  "homo_energy_ha": -0.322,
  "energy_ev": -110010.9919,
  "smiles": "COP(=O)(OC)OC.COP(=O)(OC)OC.COP(=O)(OC)OC.COP(=O)(OC)OC.Fc1ccccc1.Fc1ccccc1.Fc1ccccc1",
  "orbital_gap_ev": 9.25,
  "spin_multiplicity": 1
}

=====

3.
{
  "formula": "C30H51NORuS3Sb2Si4",
  "method": "wB97M-V/def2-TZVPD",
  "elements": ["Ru", "S", "Sb", "S", "S", "C", "Si", "C", "C", "Sb", "Si", "C", "C", "C", "Si", "C", "C", "C", "H", "H", "H", "H", "H", "H", "H", "H", "H", "H", "H", "H", "H", "H", "H", "H", "H", "H", "H", "H", "H", "H", "H", "H", "H", "H", "H", "C", "C", "C", "C", "Si", "O", "C", "C", "C", "C", "C", "C", "C", "C", "C", "C", "C", "C", "H", "H", "H", "H", "H", "H", "H", "H", "H", "H", "H", "H", "H", "H", "H", "H", "H", "H", "H", "C", "C", "C", "N", "C", "C", "H", "H", "H", "H", "H"],
  "xyz": [[0.415, 0.349, 0.297], [3.781, -1.223, -2.030], [1.571, -1.728, -2.171], [0.891, -1.867, 0.213], [0.514, 0.477, -1.918], [-4.002, -1.220, -1.219], [-3.289, -2.926, -1.099], [-2.145, -3.308, -2.501], [-4.588, -4.234, -0.884], [-1.930, -2.919, 1.078], [-0.632, -5.133, 1.352], [0.314, -4.876, 2.926], [-1.884, -6.498, 1.494], [0.466, -5.422, -0.111], [-3.587, -2.719, 3.059], [-2.548, -2.700, 4.608], [-4.496, -1.111, 2.810], [-4.788, -4.139, 3.064], [-4.627, -1.120, -2.110], [-3.202, -0.477, -1.281], [-4.617, -0.993, -0.345], [-2.710, -3.328, -3.437], [-1.661, -4.278, -2.377], [-1.372, -2.542, -2.594], [-5.178, -4.308, -1.802], [-5.269, -3.993, -0.067], [-4.148, -5.213, -0.686], [-0.368, -4.728, 3.766], [0.960, -3.999, 2.841], [0.946, -5.739, 3.151], [-2.650, -6.289, 2.240], [-1.369, -7.416, 1.796], [-2.374, -6.692, 0.538], [1.301, -4.722, -0.135], [-0.086, -5.341, -1.049], [0.872, -6.436, -0.048], [-1.519, -2.387, 4.427], [-2.519, -3.689, 5.071], [-2.988, -2.005, 5.328], [-3.862, -0.329, 2.391], [-4.877, -0.754, 3.772], [-5.351, -1.250, 2.144], [-4.320, -5.115, 2.954], [-5.536, -4.025, 2.279], [-5.309, -4.127, 4.027], [2.132, 2.710, 3.700], [2.888, 2.529, 2.376], [3.087, 1.032, 2.126], [4.272, 3.184, 2.484], [1.857, 3.285, 0.972], [0.609, 2.248, 0.647], [2.922, 3.561, -0.531], [3.520, 2.480, -1.190], [4.325, 2.663, -2.304], [4.555, 3.947, -2.784], [3.973, 5.035, -2.151], [3.163, 4.840, -1.039], [1.073, 4.898, 1.493], [-0.301, 5.081, 1.308], [-0.928, 6.267, 1.669], [-0.187, 7.301, 2.224], [1.180, 7.147, 2.409], [1.800, 5.959, 2.046], [2.668, 2.214, 4.517], [1.126, 2.283, 3.648], [2.023, 3.764, 3.963], [3.390, 0.512, 3.041], [3.843, 0.833, 1.363], [2.164, 0.528, 1.795], [4.865, 2.696, 3.265], [4.199, 4.239, 2.753], [4.828, 3.115, 1.547], [3.352, 1.467, -0.838], [4.770, 1.809, -2.800], [5.184, 4.096, -3.652], [4.147, 6.035, -2.526], [2.705, 5.701, -0.565], [-0.880, 4.279, 0.864], [-1.992, 6.392, 1.511], [-0.671, 8.228, 2.502], [1.764, 7.954, 2.833], [2.870, 5.867, 2.192], [-2.304, 2.376, 3.237], [-2.784, 2.465, 1.939], [-2.401, 1.513, 1.015], [-1.610, 0.480, 1.335], [-1.157, 0.397, 2.597], [-1.472, 1.320, 3.576], [-2.570, 3.123, 3.973], [-3.428, 3.279, 1.635], [-2.724, 1.563, -0.018], [-0.538, -0.467, 2.825], [-1.072, 1.211, 4.574]],
  "de_lowest_kj_mol": 25.2,
  "homo_energy_ha": [-0.378, -0.390],
  "energy_ev": -115147.3062,
  "orbital_gap_ev": [7.15, 5.49],
  "total_charge": 1,
  "spin_multiplicity": 6
}